{
  "formula": "C18H22N6O3S",
  "method": "ωB97M-V/def2-TZVPD",
  "symbols": ["S", "O", "O", "O", "N", "N", "N", "N", "N", "N", "C", "C", "C", "C", "C", "C", "C", "C", "C", "C", "C", "C", "C", "C", "C", "C", "C", "C", "H", "H", "H", "H", "H", "H", "H", "H", "H", "H", "H", "H", "H", "H", "H", "H", "H", "H", "H", "H", "H", "H"],
  "xyz": [[-2.87, -1.92, 0.04], [-0.42, 0.18, -1.04], [-2.17, -1.56, -3.26], [-0.52, -0.74, 6.71], [-2.05, -0.20, 1.74], [-3.43, 0.52, 0.37], [-1.75, 1.24, -2.70], [-2.91, 0.64, -2.36], [-2.36, 1.24, 2.07], [-3.14, 1.74, 1.19], [1.05, -2.32, 2.29], [-0.98, -0.72, 2.36], [0.55, 1.54, -2.65], [-2.63, -0.36, 0.76], [-3.70, -1.71, -1.33], [1.16, -2.21, 3.65], [2.34, 1.05, -4.27], [0.20, -1.41, 4.50], [-2.89, -0.79, -2.40], [0.27, -1.28, 6.09], [1.47, -1.73, 6.70], [-0.92, -0.86, 3.76], [-0.15, -1.37, 1.62], [2.97, 2.57, -2.36], [1.27, 0.45, -3.61], [1.37, 2.00, -1.71], [-0.66, 1.16, -2.06], [3.36, 1.61, -3.34], [-4.75, -1.13, -0.99], [2.59, 3.47, -3.02], [2.25, -1.42, 6.32], [2.72, 0.17, -4.97], [-1.90, 1.50, -3.77], [1.69, 1.33, -0.94], [-4.01, -2.65, -1.93], [1.90, -2.74, 1.74], [1.51, -1.45, 7.58], [3.49, 3.15, -1.59], [-1.59, -0.06, 4.44], [1.85, -2.73, 4.25], [1.62, -2.97, 6.54], [0.23, 2.68, -3.43], [3.78, 0.48, -2.68], [0.06, -1.59, 0.48], [1.22, 2.98, -1.17], [0.43, 0.01, -4.42], [-3.55, 0.82, -1.49], [1.45, -0.36, -2.95], [4.49, 1.95, -3.73], [2.06, 1.83, -5.01]],
  "nbo_charge": [0.396, -0.742, -0.631, -0.500, -0.269, -0.446, -0.387, -0.513, -0.042, 0.019, -0.198, 0.081, -0.249, 0.292, -0.748, -0.210, -0.457, -0.139, 0.676, 0.589, -0.640, -0.171, -0.157, -0.407, -0.360, -0.424, 0.645, -0.377, 0.240, 0.174, 0.212, 0.233, 0.436, 0.240, 0.315, 0.227, 0.215, 0.244, 0.256, 0.203, 0.203, 0.141, 0.150, 0.294, 0.227, 0.223, 0.458, 0.235, 0.230, 0.215],
  "lumo_energy_ev": -0.11,
  "de_lowest_kj_mol": 1999.3,
  "charge": 0,
  "orbital_gap_ev": 8.722,
  "homo_energy_ev": -8.83
}

---

{
  "formula": "C18H22N8O3",
  "method": "ωB97M-V/def2-TZVPD",
  "symbols": ["O", "O", "O", "N", "N", "N", "N", "N", "N", "N", "N", "C", "C", "C", "C", "C", "C", "C", "C", "C", "C", "C", "C", "C", "C", "C", "C", "C", "C", "H", "H", "H", "H", "H", "H", "H", "H", "H", "H", "H", "H", "H", "H", "H", "H", "H", "H", "H", "H", "H", "H"],
  "xyz": [[0.19, -1.27, 3.71], [-0.71, 0.98, -0.75], [-2.04, 0.01, 4.44], [-2.36, -0.60, -0.52], [0.08, -0.49, -4.52], [0.79, -1.07, -6.51], [-0.31, -1.83, -6.23], [-2.01, -1.46, -3.04], [2.39, -0.31, -1.62], [2.58, 0.50, 0.44], [-0.54, -0.45, 1.69], [-1.89, 0.05, 1.96], [1.93, 2.02, 2.35], [-2.84, -0.44, 0.85], [-1.40, 0.06, -1.19], [-0.72, -1.47, -5.04], [0.36, -1.00, 2.52], [-1.18, -0.46, -2.58], [1.92, -1.24, -0.71], [1.02, -0.28, -5.49], [2.99, 1.37, 1.51], [2.72, 2.83, 1.37], [-1.88, 1.58, 2.08], [1.71, -1.37, 1.89], [2.04, -0.77, 0.57], [-1.80, -1.94, -4.22], [-0.14, 0.04, -3.28], [-2.51, -0.54, 3.25], [2.78, 0.71, -0.89], [-1.15, -0.36, 4.56], [2.20, 3.16, 0.48], [1.70, -2.46, 1.79], [-2.37, -1.63, 3.23], [-2.45, -2.72, -4.60], [-3.20, -1.43, 1.13], [-2.89, 1.94, 2.25], [3.47, 3.51, 1.74], [-3.58, -0.34, 3.20], [-0.17, -0.15, 0.79], [2.46, -1.14, 2.64], [1.54, -2.19, -1.03], [3.21, 1.62, -1.26], [1.82, 0.43, -5.40], [3.91, 1.07, 1.99], [-3.71, 0.23, 0.85], [2.14, 2.13, 3.41], [-1.27, 1.87, 2.93], [0.53, 0.80, -2.90], [-1.48, 2.03, 1.17], [-2.79, -1.33, -1.06], [0.91, 1.81, 2.09]],
  "nbo_charge": [-0.673, -0.670, -0.733, -0.594, -0.326, -0.236, -0.257, -0.423, -0.486, -0.344, -0.651, 0.092, -0.413, -0.214, 0.661, 0.227, 0.708, -0.010, -0.088, 0.139, -0.068, -0.417, -0.634, -0.523, 0.086, 0.091, 0.067, -0.062, 0.188, 0.500, 0.228, 0.256, 0.176, 0.216, 0.209, 0.213, 0.225, 0.180, 0.440, 0.247, 0.209, 0.199, 0.220, 0.217, 0.205, 0.228, 0.228, 0.267, 0.238, 0.429, 0.234],
  "lumo_energy_ev": -0.14,
  "de_lowest_kj_mol": 29.9,
  "charge": 0,
  "orbital_gap_ev": 8.848,
  "homo_energy_ev": -8.99
}

---

{
  "formula": "C18H23AgF5N3O2S2",
  "method": "ωB97M-V/def2-TZVPD",
  "symbols": ["Ag", "S", "S", "F", "F", "F", "F", "F", "O", "O", "N", "N", "N", "C", "C", "C", "C", "C", "C", "C", "C", "C", "C", "C", "C", "C", "C", "C", "C", "C", "C", "H", "H", "H", "H", "H", "H", "H", "H", "H", "H", "H", "H", "H", "H", "H", "H", "H", "H", "H", "H", "H", "H", "H"],
  "xyz": [[-0.40, 0.36, -0.68], [2.71, 1.15, -2.33], [3.62, -5.27, 2.92], [1.96, 2.65, 2.57], [1.53, 2.70, -0.08], [0.50, 1.09, 2.86], [-0.28, 3.07, 1.12], [2.28, 0.72, 1.64], [-1.04, 2.03, -3.04], [1.43, 0.38, -2.30], [-2.68, -0.10, -0.77], [1.65, -4.61, 4.47], [0.45, -1.63, 0.58], [1.33, 1.65, 1.94], [0.56, 2.03, 0.69], [1.47, -2.40, 0.21], [-2.82, -0.96, 0.24], [2.27, -4.41, 3.29], [-4.36, 1.25, 0.24], [-3.68, -0.77, 1.30], [-2.95, 3.15, -2.14], [3.50, 0.67, -3.91], [1.67, -3.40, 2.38], [-3.59, 1.76, -2.10], [0.64, -2.55, 2.78], [-1.43, 3.12, -2.22], [-4.45, 0.39, 1.32], [2.10, -3.29, 1.06], [-3.50, 0.97, -0.82], [3.86, 0.25, -1.26], [0.06, -1.70, 1.85], [-4.99, 2.13, 0.19], [3.89, -0.80, -1.55], [3.52, -0.41, -3.99], [3.49, 0.36, -0.24], [-4.66, 1.88, -2.30], [-3.34, 3.66, -3.02], [-1.06, 4.06, -2.63], [-2.20, -1.85, 0.19], [-1.02, 3.01, -1.21], [-0.08, 1.92, -3.01], [-3.75, -1.50, 2.09], [4.85, 0.71, -1.35], [-3.24, 3.74, -1.27], [-0.75, -1.05, 2.15], [2.91, -3.91, 0.71], [4.50, 1.09, -3.93], [0.81, -4.11, 4.73], [2.89, 1.10, -4.71], [2.03, -5.29, 5.10], [-5.12, 0.60, 2.14], [0.28, -2.50, 3.80], [-3.16, 1.16, -2.89], [1.78, -2.31, -0.82]],
  "nbo_charge": [0.782, 1.279, -0.138, -0.326, -0.413, -0.339, -0.394, -0.350, -0.748, -1.042, -0.517, -0.751, -0.472, 0.883, 0.122, 0.040, 0.036, 0.101, -0.250, -0.277, -0.403, -0.815, -0.086, -0.449, -0.229, -0.077, -0.147, -0.201, 0.255, -0.824, 0.055, 0.220, 0.224, 0.230, 0.268, 0.215, 0.205, 0.165, 0.205, 0.187, 0.490, 0.221, 0.233, 0.209, 0.214, 0.250, 0.229, 0.393, 0.240, 0.416, 0.220, 0.207, 0.252, 0.206],
  "lumo_energy_ev": -0.67,
  "de_lowest_kj_mol": 93.1,
  "charge": 0,
  "orbital_gap_ev": 6.830,
  "homo_energy_ev": -7.50
}

---

{
  "formula": "C18H23BBa2F4N2O8",
  "method": "ωB97M-V/def2-TZVPD",
  "symbols": ["Ba", "Ba", "F", "F", "F", "F", "O", "O", "O", "O", "O", "O", "O", "O", "N", "N", "C", "C", "C", "C", "C", "C", "C", "C", "C", "C", "C", "C", "C", "C", "C", "C", "C", "C", "B", "H", "H", "H", "H", "H", "H", "H", "H", "H", "H", "H", "H", "H", "H", "H", "H", "H", "H", "H", "H", "H", "H", "H"],
  "xyz": [[3.42, 2.57, -1.59], [4.79, -0.41, 1.40], [3.79, -1.60, -3.12], [4.71, 0.43, -3.00], [4.09, -0.46, -0.96], [2.70, 0.39, -2.67], [0.76, -3.17, 7.50], [2.06, -0.93, 1.16], [1.18, 2.91, -3.02], [-5.10, -1.60, -3.27], [1.35, -3.45, 5.45], [2.25, 1.14, 0.53], [-3.27, -0.46, -3.15], [3.71, 3.08, -4.19], [0.61, -2.94, 6.27], [-4.11, -1.19, -2.66], [-4.40, -2.84, 0.72], [-0.82, -1.88, 4.58], [-0.69, -2.27, 5.87], [-4.79, -2.25, -0.43], [-0.06, 2.30, -2.65], [-2.12, -2.23, 0.32], [-1.82, -1.06, 4.18], [2.57, 3.71, -4.86], [-3.09, -2.83, 1.11], [-2.72, -0.90, 6.45], [4.99, 3.15, -4.94], [-1.65, -1.80, 6.78], [-2.83, -0.52, 5.11], [0.13, 0.59, 1.43], [-3.84, -1.63, -1.28], [1.60, 0.28, 1.05], [1.21, 3.23, -4.42], [-2.55, -1.58, -0.80], [3.84, -0.37, -2.37], [2.62, 4.79, -4.92], [5.04, 2.42, -5.74], [-0.21, -0.13, 2.17], [-0.16, 1.63, 1.61], [-1.79, -0.73, 3.15], [-2.84, -3.48, 1.94], [1.00, 2.37, -5.05], [-1.62, -2.16, 7.79], [-5.84, -2.22, -0.69], [-5.09, -3.36, 1.37], [5.13, 4.05, -5.54], [0.00, -2.08, 3.90], [-0.13, 1.29, -3.05], [-0.93, 2.87, -2.98], [-0.03, 2.24, -1.56], [-0.25, 0.30, 0.45], [2.70, 3.42, -5.91], [0.53, 4.07, -4.60], [5.89, 3.07, -4.32], [-1.81, -1.06, -1.40], [-3.40, -0.54, 7.22], [-1.09, -2.35, 0.61], [-3.65, 0.17, 5.00]],
  "mulliken_charge": [1.915, 1.828, -0.294, -0.190, -0.104, -0.122, -0.540, -0.821, -0.235, -0.528, -0.566, -0.662, -0.574, -0.318, 0.897, 0.944, -0.640, 0.191, -0.197, -0.357, -0.804, -0.802, -0.051, -0.575, -0.362, -0.470, -0.903, -0.236, -0.792, 0.237, -0.212, 0.596, -0.570, 0.115, -0.263, 0.409, 0.330, -0.555, 0.360, 0.133, 0.445, 0.384, 0.409, 0.418, 0.413, 0.418, 0.501, 0.354, 0.390, 0.160, -0.099, 0.387, 0.379, 0.277, 0.500, 0.426, 0.631, 0.393],
  "lumo_energy_ev": -7.71,
  "charge": 2,
  "orbital_gap_ev": 5.598,
  "homo_energy_ev": -13.31
}

---

{
  "formula": "C18H23BCrN7O4S",
  "method": "ωB97M-V/def2-TZVPD",
  "symbols": ["Cr", "S", "O", "O", "O", "O", "N", "N", "N", "N", "N", "N", "N", "C", "C", "C", "C", "C", "C", "C", "C", "C", "C", "C", "C", "C", "C", "C", "C", "C", "C", "B", "H", "H", "H", "H", "H", "H", "H", "H", "H", "H", "H", "H", "H", "H", "H", "H", "H", "H", "H", "H", "H", "H", "H"],
  "xyz": [[0.77, -0.09, 0.09], [2.65, -0.82, -1.41], [-0.59, 0.66, -1.32], [0.85, 2.41, -1.49], [-1.30, 0.97, 2.32], [-0.14, 2.73, 1.37], [-1.57, -2.46, 2.57], [1.79, -0.97, 1.81], [1.18, -1.57, 3.88], [-0.63, -1.63, 0.67], [2.21, -2.51, -3.50], [0.34, -2.00, -2.40], [-0.12, 3.24, -3.76], [-0.96, 2.21, -3.09], [0.88, -1.62, 2.56], [-1.97, -1.90, 0.43], [3.61, -2.74, -3.73], [-2.09, 4.55, 3.92], [-1.19, 4.45, 2.84], [-2.70, 3.44, 4.57], [-1.12, 3.19, 2.28], [-0.14, 1.73, -1.88], [-2.52, -2.46, 1.55], [-2.49, 2.12, 4.15], [-1.75, 2.09, 2.91], [1.19, -3.28, -4.24], [-0.12, -2.78, -3.61], [2.35, -0.80, 3.99], [2.70, -0.41, 2.71], [-0.43, -1.95, 2.00], [1.68, -1.84, -2.42], [-0.30, 1.31, 1.31], [-2.49, 5.55, 4.21], [0.68, 3.37, -3.12], [-3.45, -3.01, 1.77], [4.13, -1.84, -3.35], [0.30, 2.87, -4.59], [1.40, -4.34, -4.11], [-1.13, 1.36, -3.73], [-1.89, 2.57, -2.62], [3.99, -3.62, -3.19], [-3.05, 1.24, 4.47], [2.88, -0.61, 4.92], [-2.48, -1.51, -0.42], [-0.25, -1.48, -1.80], [0.70, -2.11, 4.59], [-0.68, -2.16, -4.34], [-0.79, -3.59, -3.25], [-0.69, 5.31, 2.44], [-1.61, -3.00, 3.42], [3.73, -2.90, -4.81], [3.56, 0.18, 2.35], [-0.64, 4.05, -4.02], [1.14, -3.12, -5.34], [-3.44, 3.55, 5.39]],
  "nbo_charge": [1.166, -0.236, -0.750, -0.644, -0.694, -0.684, -0.474, -0.509, -0.472, -0.524, -0.383, -0.589, -0.671, -0.344, 0.328, -0.065, -0.414, -0.216, -0.244, -0.187, 0.252, 0.767, -0.039, -0.259, 0.231, -0.227, -0.223, -0.042, -0.057, 0.355, 0.357, 0.760, 0.236, 0.479, 0.259, 0.239, 0.437, 0.219, 0.248, 0.275, 0.217, 0.233, 0.264, 0.243, 0.418, 0.446, 0.208, 0.231, 0.239, 0.448, 0.226, 0.258, 0.450, 0.228, 0.235],
  "lumo_energy_ev": [-6.32, -5.65],
  "charge": 2,
  "orbital_gap_ev": [6.253, 6.934],
  "multiplicity": 4,
  "homo_energy_ev": [-12.58, -12.59]
}

---

Question: Number 5 is which compound?
Answer: C18H23BCrN7O4S